# 1
{"formula": "C20H24N2O6", "method": "ωB97M-V/def2-TZVPD", "de_lowest_kcal_mol": 8.7, "smiles": "CCOC(=O)Nc1ccc2c(CN3CCC(C(=O)OC)CC3)cc(=O)oc2c1", "gap_ev": 8.5, "symbols": ["C", "C", "H", "H", "O", "C", "O", "N", "C", "C", "C", "C", "C", "C", "H", "H", "C", "C", "C", "O", "O", "H", "C", "N", "C", "C", "H", "H", "C", "C", "O", "O", "C", "H", "H", "H", "C", "C", "H", "H", "H", "H", "H", "H", "H", "H", "H", "H", "H", "H", "H", "H"], "xyz": [[7.006, 2.962, 0.987], [6.723, 2.343, -0.374], [7.651, 1.976, -0.823], [6.243, 3.060, -1.043], [5.794, 1.260, -0.277], [6.304, 0.082, 0.100], [7.470, -0.123, 0.326], [5.383, -0.927, 0.211], [4.009, -0.996, 0.020], [3.401, -2.229, 0.222], [2.031, -2.382, 0.052], [1.225, -1.290, -0.320], [1.861, -0.060, -0.524], [3.217, 0.093, -0.361], [3.672, 1.053, -0.528], [1.276, 0.795, -0.825], [-0.188, -1.530, -0.478], [-0.658, -2.783, -0.288], [0.190, -3.891, 0.097], [-0.178, -5.022, 0.292], [1.526, -3.615, 0.261], [-1.704, -3.006, -0.421], [-1.102, -0.395, -0.862], [-2.496, -0.773, -0.769], [-3.040, -0.692, 0.573], [-3.339, 0.743, 1.031], [-3.799, 0.724, 2.019], [-2.410, 1.312, 1.104], [-4.268, 1.439, 0.029], [-5.675, 0.866, 0.080], [-6.335, 0.546, -0.873], [-6.126, 0.797, 1.340], [-7.448, 0.302, 1.504], [-7.508, -0.736, 1.170], [-7.670, 0.374, 2.565], [-8.152, 0.899, 0.921], [-3.690, 1.335, -1.385], [-3.377, -0.129, -1.721], [-2.931, -0.200, -2.716], [-4.314, -0.693, -1.734], [-4.411, 1.721, -2.106], [-2.781, 1.936, -1.447], [-4.370, 2.494, 0.313], [-2.338, -1.165, 1.264], [-3.969, -1.270, 0.583], [-0.880, -0.127, -1.899], [-0.854, 0.478, -0.237], [3.978, -3.095, 0.510], [5.817, -1.800, 0.486], [7.657, 3.822, 0.865], [6.079, 3.280, 1.458], [7.499, 2.235, 1.628]], "forces_ev_per_a": [[-0.16, -0.30, -0.25], [0.50, 0.35, 0.08], [-0.19, 0.08, -0.01], [0.06, -0.12, 0.05], [-0.32, -0.31, 0.06], [0.06, -0.05, -0.02], [0.30, 0.09, 0.04], [0.19, -0.39, 0.13], [-0.61, 0.11, -0.12], [-0.17, -0.06, -0.01], [0.22, 0.88, -0.17], [0.38, -0.29, 0.14], [-0.07, -0.37, 0.07], [0.13, 0.21, -0.03], [-0.04, 0.01, -0.01], [-0.07, 0.11, -0.02], [-0.21, -0.53, 0.07], [0.01, 0.55, -0.11], [-0.30, -0.50, 0.06], [0.18, 0.37, -0.06], [0.18, -0.23, 0.09], [-0.06, -0.02, 0.01], [-0.18, -0.12, 0.08], [0.18, -0.06, -0.16], [0.03, 0.18, 0.27], [-0.04, -0.17, -0.04], [0.09, 0.03, 0.03], [-0.01, 0.03, 0.03], [0.10, 0.09, -0.04], [0.12, 0.20, -0.06], [-0.11, -0.07, -0.06], [0.27, 0.09, 0.20], [-0.36, -0.13, -0.13], [-0.02, 0.08, 0.04], [0.02, 0.00, -0.05], [0.03, -0.07, 0.08], [-0.20, -0.22, 0.02], [-0.10, 0.24, -0.19], [-0.06, -0.04, 0.00], [0.03, 0.03, -0.09], [0.06, 0.06, -0.03], [0.01, 0.05, 0.01], [-0.03, -0.10, 0.00], [-0.11, -0.06, 0.02], [0.00, -0.08, 0.10], [0.02, 0.09, 0.05], [0.05, -0.01, -0.11], [0.09, -0.12, 0.04], [0.03, 0.30, -0.06], [0.07, 0.11, 0.01], [-0.06, 0.08, 0.05], [0.05, 0.00, 0.06]]}

=====

# 2
{"formula": "C20H24N2O6S3", "method": "ωB97M-V/def2-TZVPD", "de_lowest_kcal_mol": 0.0, "smiles": "O=S(=O)(c1cccc(S(=O)(=O)N2CCCC2)c1)c1cccc(S(=O)(=O)N2CCCC2)c1", "gap_ev": 9.4, "symbols": ["O", "S", "O", "C", "C", "C", "C", "C", "C", "H", "H", "H", "S", "O", "O", "N", "C", "H", "H", "C", "H", "H", "C", "H", "H", "C", "H", "H", "H", "C", "C", "C", "C", "C", "C", "H", "H", "H", "S", "O", "O", "N", "C", "H", "H", "C", "H", "H", "C", "H", "H", "C", "H", "H", "H"], "xyz": [[0.008, -2.826, -2.507], [1.202, -2.137, -2.117], [2.468, -2.620, -2.595], [1.062, -0.403, -2.606], [0.246, 0.427, -1.862], [0.167, 1.763, -2.201], [0.853, 2.265, -3.292], [1.656, 1.419, -4.043], [1.774, 0.083, -3.687], [2.410, -0.597, -4.233], [2.192, 1.800, -4.899], [0.736, 3.307, -3.547], [-0.818, 2.843, -1.150], [-1.771, 2.020, -0.467], [-1.269, 3.955, -1.926], [0.199, 3.447, 0.021], [0.834, 2.479, 0.887], [0.869, 2.898, 1.897], [0.235, 1.570, 0.905], [2.256, 2.275, 0.332], [2.306, 1.369, -0.271], [2.977, 2.184, 1.141], [2.521, 3.522, -0.533], [2.708, 3.238, -1.568], [3.380, 4.086, -0.176], [1.233, 4.358, -0.420], [1.344, 5.137, 0.340], [0.917, 4.822, -1.351], [-0.337, 0.050, -1.037], [1.246, -1.979, -0.326], [0.149, -2.343, 0.432], [0.187, -2.114, 1.795], [1.292, -1.533, 2.390], [2.394, -1.190, 1.620], [2.368, -1.411, 0.252], [3.213, -1.174, -0.377], [3.268, -0.760, 2.084], [1.279, -1.390, 3.459], [-1.231, -2.542, 2.826], [-0.759, -2.622, 4.176], [-1.898, -3.659, 2.237], [-2.232, -1.249, 2.735], [-3.071, -1.026, 1.570], [-2.512, -1.180, 0.641], [-3.891, -1.745, 1.598], [-3.545, 0.432, 1.697], [-4.620, 0.517, 1.562], [-3.053, 1.053, 0.949], [-3.111, 0.857, 3.105], [-3.875, 0.591, 3.836], [-2.907, 1.923, 3.170], [-1.866, 0.008, 3.343], [-0.990, 0.457, 2.847], [-1.634, -0.162, 4.394], [-0.699, -2.823, -0.031]], "forces_ev_per_a": [[-0.27, 0.08, 0.27], [0.09, 0.25, -0.11], [0.14, 0.24, 0.17], [0.02, -0.40, 0.34], [-0.16, -0.04, 0.03], [-0.44, 0.26, 0.42], [0.01, 0.09, -0.14], [-0.09, 0.01, 0.11], [0.10, -0.17, -0.04], [0.12, -0.02, -0.11], [0.04, 0.02, -0.06], [0.04, 0.12, -0.09], [0.04, 0.22, 0.21], [0.25, -0.24, -0.03], [0.29, 0.04, -0.21], [-0.95, -0.27, -0.69], [0.20, -0.52, 0.39], [-0.05, -0.08, -0.05], [0.06, -0.07, 0.21], [0.01, 0.00, 0.05], [0.04, 0.01, 0.04], [0.04, -0.08, 0.01], [0.04, 0.08, 0.03], [0.05, 0.04, 0.04], [0.04, 0.02, -0.06], [0.39, 0.45, -0.31], [-0.04, -0.02, -0.09], [0.12, 0.18, 0.05], [-0.07, -0.04, 0.15], [-0.08, -0.03, -0.51], [-0.16, -0.17, -0.24], [-0.50, -0.17, 0.40], [0.06, 0.03, 0.14], [-0.06, -0.02, -0.13], [0.16, -0.04, 0.07], [0.15, 0.09, -0.01], [0.08, 0.03, 0.04], [0.09, 0.04, 0.12], [-0.13, 0.30, 0.13], [0.19, 0.26, -0.12], [-0.01, 0.14, -0.38], [0.48, -0.80, 0.22], [-0.49, -0.33, -0.60], [-0.07, 0.03, -0.05], [0.06, 0.08, -0.15], [0.08, 0.02, 0.04], [-0.02, -0.01, -0.06], [-0.12, -0.09, 0.11], [0.09, -0.14, -0.09], [0.01, 0.03, 0.07], [0.00, 0.04, 0.06], [0.27, 0.42, 0.53], [-0.02, 0.03, 0.03], [0.04, 0.16, -0.03], [-0.14, -0.05, -0.08]]}